No. 1
{
  "formula": "C6H6Cl2N3O2S",
  "method": "ωB97M-V with the def2-TZVPD basis set",
  "total_charge": 1,
  "homo_lumo_gap_ev": [6.04, 3.96],
  "total_energy_ev": -50749.123,
  "mol_weight_da": 255.106,
  "homo_energy_ev": [-13.17, -11.36],
  "lumo_energy_ha": [-0.262, -0.272],
  "multiplicity": 1,
  "symbols": ["C", "C", "C", "C", "C", "C", "N", "N", "N", "O", "O", "S", "Cl", "Cl", "H", "H", "H", "H", "H", "H"],
  "coordinates": [[-0.728, -0.964, 0.059], [-0.876, 0.521, 0.087], [-2.367, 0.835, 0.518], [-2.913, -1.405, 0.068], [3.509, -0.795, -0.561], [0.100, 1.246, 0.842], [-1.653, -1.864, 0.053], [-3.303, -0.082, 0.319], [0.211, 1.777, -1.508], [-0.798, 1.031, -1.343], [2.406, 0.001, -0.127], [1.252, 1.956, -0.403], [-2.752, 2.360, 1.100], [-3.976, -2.658, 0.054], [0.248, -1.402, -0.182], [3.372, -1.744, 0.108], [3.216, -1.054, -1.571], [4.540, -0.504, -0.449], [0.700, 0.606, 1.528], [-0.187, 2.138, 1.409]]
}

No. 2
{
  "formula": "C41H53BrN2S4Tl",
  "method": "ωB97M-V with the def2-TZVPD basis set",
  "total_charge": 1,
  "homo_lumo_gap_ev": 7.59,
  "total_energy_ev": -164429.036,
  "mol_weight_da": 986.444,
  "homo_energy_ev": -10.41,
  "lumo_energy_ha": -0.103,
  "multiplicity": 1,
  "symbols": ["Tl", "C", "C", "C", "C", "C", "C", "C", "C", "C", "C", "C", "C", "C", "C", "C", "C", "C", "H", "H", "H", "H", "H", "H", "H", "H", "H", "H", "H", "H", "H", "H", "H", "H", "H", "H", "H", "H", "H", "H", "H", "H", "H", "H", "H", "H", "H", "C", "C", "S", "C", "C", "S", "C", "C", "S", "H", "H", "H", "H", "H", "H", "H", "H", "H", "H", "H", "H", "S", "C", "C", "C", "C", "C", "C", "N", "C", "C", "C", "C", "C", "C", "C", "H", "H", "H", "H", "H", "H", "H", "H", "Br", "C", "C", "C", "N", "C", "C", "H", "H", "H", "H"],
  "coordinates": [[0.338, -0.017, 0.112], [-0.027, 2.729, -0.059], [1.015, 2.167, 0.758], [2.094, 1.773, -0.245], [1.615, 2.153, -1.493], [0.330, 2.730, -1.394], [-0.453, 3.333, -2.538], [0.062, 4.765, -2.749], [-0.244, 2.544, -3.833], [-1.947, 3.388, -2.214], [3.530, 1.244, -0.116], [3.778, 0.164, -1.184], [4.516, 2.394, -0.392], [3.877, 0.582, 1.215], [1.209, 2.714, 2.193], [1.377, 1.681, 3.304], [0.002, 3.578, 2.592], [2.407, 3.678, 2.172], [-0.941, 3.138, 0.336], [2.125, 1.962, -2.423], [1.129, 4.766, -2.975], [-0.097, 5.375, -1.859], [-0.463, 5.234, -3.584], [0.792, 2.593, -4.170], [-0.863, 2.969, -4.625], [-0.514, 1.494, -3.718], [-2.147, 3.997, -1.331], [-2.358, 2.392, -2.042], [-2.490, 3.834, -3.047], [3.600, 0.523, -2.196], [3.143, -0.711, -1.000], [4.814, -0.172, -1.129], [4.344, 2.810, -1.383], [5.543, 2.024, -0.352], [4.423, 3.202, 0.328], [3.205, -0.255, 1.423], [3.860, 1.258, 2.064], [4.885, 0.169, 1.151], [0.431, 1.171, 3.490], [1.660, 2.189, 4.228], [2.137, 0.940, 3.090], [-0.935, 3.023, 2.569], [-0.105, 4.447, 1.944], [0.147, 3.936, 3.612], [3.362, 3.166, 2.116], [2.410, 4.270, 3.089], [2.336, 4.367, 1.329], [1.116, -5.217, -1.788], [2.217, -4.360, -1.182], [1.740, -3.228, 0.150], [0.845, -4.342, 1.263], [-0.675, -4.558, 1.093], [-1.603, -3.224, 0.294], [-2.491, -4.058, -1.049], [-1.692, -4.998, -1.943], [-0.184, -4.286, -2.645], [0.661, -5.841, -1.019], [1.584, -5.904, -2.495], [2.671, -3.725, -1.946], [3.007, -5.017, -0.814], [1.036, -3.969, 2.267], [1.346, -5.311, 1.221], [-1.090, -4.721, 2.089], [-0.861, -5.477, 0.542], [-2.865, -3.222, -1.645], [-3.365, -4.587, -0.665], [-2.337, -5.307, -2.768], [-1.434, -5.918, -1.419], [-4.292, -0.153, -1.394], [-4.532, 0.543, 0.171], [-5.721, 0.916, 0.790], [-5.644, 1.479, 2.048], [-4.409, 1.670, 2.679], [-3.233, 1.297, 2.065], [-3.292, 0.718, 0.797], [-2.208, 0.300, 0.049], [-2.583, -0.162, -1.113], [-1.634, -0.609, -2.148], [-2.094, -0.950, -3.420], [-1.197, -1.276, -4.422], [0.162, -1.269, -4.152], [0.621, -0.955, -2.879], [-0.267, -0.618, -1.873], [-6.675, 0.778, 0.303], [-6.551, 1.781, 2.551], [-4.381, 2.122, 3.661], [-2.278, 1.439, 2.548], [-3.154, -0.932, -3.644], [-1.557, -1.529, -5.409], [0.869, -1.517, -4.933], [1.687, -0.958, -2.693], [-0.438, -3.125, 6.495], [-0.285, -2.327, 4.801], [-1.421, -1.958, 4.098], [-1.260, -1.385, 2.849], [-0.066, -1.158, 2.301], [1.016, -1.527, 2.988], [0.965, -2.110, 4.239], [-2.410, -2.114, 4.501], [-2.123, -1.110, 2.264], [1.976, -1.353, 2.519], [1.871, -2.392, 4.753]]
}

No. 3
{
  "formula": "C56H70N14",
  "method": "ωB97M-V with the def2-TZVPD basis set",
  "homo_lumo_gap_ev": 8.27,
  "total_energy_ev": -80063.479,
  "mol_weight_da": 939.274,
  "homo_energy_ev": -7.74,
  "lumo_energy_ha": 0.019,
  "multiplicity": 1,
  "symbols": ["N", "C", "C", "C", "C", "H", "H", "H", "H", "H", "N", "C", "C", "C", "C", "H", "H", "H", "H", "H", "N", "C", "C", "C", "C", "H", "H", "H", "H", "H", "N", "C", "C", "C", "C", "H", "H", "H", "H", "H", "N", "C", "C", "C", "C", "H", "H", "H", "H", "H", "N", "C", "C", "C", "C", "H", "H", "H", "H", "H", "N", "C", "C", "C", "C", "H", "H", "H", "H", "H", "N", "C", "C", "C", "C", "H", "H", "H", "H", "H", "N", "C", "C", "C", "C", "H", "H", "H", "H", "H", "N", "C", "C", "C", "C", "H", "H", "H", "H", "H", "N", "C", "C", "C", "C", "H", "H", "H", "H", "H", "N", "C", "C", "C", "C", "H", "H", "H", "H", "H", "N", "C", "C", "C", "C", "H", "H", "H", "H", "H", "N", "C", "C", "C", "C", "H", "H", "H", "H", "H"],
  "coordinates": [[0.285, 0.624, -1.702], [1.067, 1.322, -0.829], [0.731, 0.970, 0.425], [-0.158, -0.080, 0.326], [-0.511, -0.178, -1.018], [0.334, 0.614, -2.710], [1.788, 1.991, -1.274], [1.142, 1.314, 1.362], [-0.538, -0.714, 1.113], [-1.184, -0.876, -1.493], [-8.902, 0.728, -1.413], [-8.909, 0.454, -0.062], [-7.616, 0.221, 0.337], [-6.823, 0.349, -0.792], [-7.617, 0.689, -1.897], [-9.703, 0.916, -1.998], [-9.871, 0.415, 0.428], [-7.200, -0.095, 1.282], [-5.755, 0.233, -0.907], [-7.498, 0.916, -2.946], [-4.139, -2.102, 1.117], [-4.906, -2.147, 2.241], [-4.727, -0.902, 2.813], [-4.007, 0.042, 2.025], [-3.675, -0.816, 0.951], [-3.986, -2.863, 0.470], [-5.349, -3.095, 2.507], [-5.006, -0.681, 3.833], [-3.672, 1.034, 2.291], [-3.017, -0.638, 0.113], [0.849, 3.915, 3.333], [-0.430, 3.412, 3.578], [-0.313, 2.186, 4.091], [1.014, 1.904, 4.278], [1.683, 2.974, 3.810], [1.114, 4.835, 3.013], [-1.299, 4.024, 3.387], [-1.186, 1.591, 4.314], [1.466, 1.024, 4.713], [2.726, 3.210, 3.962], [2.001, 0.327, -4.602], [2.832, 1.373, -4.342], [2.314, 2.508, -4.901], [1.159, 2.104, -5.601], [0.896, 0.770, -5.302], [2.181, -0.636, -4.359], [3.723, 1.085, -3.804], [2.763, 3.489, -4.874], [0.584, 2.725, -6.273], [0.148, 0.026, -5.535], [-1.824, -2.157, 3.869], [-0.672, -1.840, 4.533], [-0.263, -2.997, 5.253], [-1.203, -4.022, 5.061], [-2.139, -3.441, 4.215], [-2.319, -1.541, 3.240], [-0.200, -0.872, 4.450], [0.664, -2.971, 5.807], [-1.280, -5.057, 5.360], [-3.070, -3.834, 3.836], [-4.226, -4.178, -2.040], [-4.131, -4.604, -0.767], [-2.814, -4.532, -0.387], [-2.110, -3.938, -1.419], [-3.040, -3.700, -2.465], [-5.029, -4.252, -2.648], [-5.056, -5.017, -0.392], [-2.430, -4.848, 0.571], [-1.048, -3.755, -1.344], [-3.010, -3.226, -3.435], [1.110, -4.175, 2.694], [1.001, -3.659, 1.440], [1.878, -4.364, 0.660], [2.663, -5.235, 1.456], [2.167, -5.118, 2.718], [0.540, -3.838, 3.458], [0.199, -3.013, 1.113], [1.983, -4.319, -0.414], [3.489, -5.841, 1.113], [2.432, -5.522, 3.684], [4.491, 7.003, 0.789], [3.926, 7.149, 2.052], [3.335, 5.933, 2.343], [3.200, 5.247, 1.176], [3.950, 5.844, 0.228], [5.150, 7.658, 0.395], [4.307, 7.910, 2.716], [3.035, 5.738, 3.362], [2.683, 4.319, 0.982], [4.082, 5.662, -0.829], [-2.877, 0.805, -5.450], [-3.228, -0.369, -4.843], [-3.413, -0.226, -3.505], [-3.144, 1.100, -3.228], [-2.702, 1.693, -4.373], [-2.869, 0.994, -6.442], [-3.305, -1.236, -5.482], [-3.692, -1.032, -2.842], [-3.014, 1.594, -2.276], [-2.213, 2.649, -4.494], [4.354, -2.128, -2.785], [4.543, -3.225, -3.553], [3.450, -3.971, -3.594], [2.423, -3.200, -2.976], [3.020, -2.041, -2.442], [5.042, -1.410, -2.606], [5.515, -3.419, -3.982], [3.376, -4.974, -3.987], [1.392, -3.516, -2.908], [2.528, -1.193, -1.990], [-1.208, 3.337, -0.543], [-1.088, 4.431, -1.381], [-2.218, 5.197, -1.318], [-3.031, 4.588, -0.321], [-2.423, 3.410, 0.070], [-0.491, 2.629, -0.470], [-0.135, 4.572, -1.870], [-2.499, 6.138, -1.769], [-3.987, 4.938, 0.038], [-2.693, 2.583, 0.709], [5.384, 0.130, 0.401], [6.057, -0.220, -0.671], [5.798, 0.696, -1.712], [4.932, 1.664, -1.208], [4.655, 1.283, 0.169], [5.214, -0.417, 1.232], [6.686, -1.099, -0.666], [6.214, 0.755, -2.707], [4.493, 2.517, -1.703], [4.070, 1.637, 1.006], [3.882, -1.919, 2.336], [3.546, -0.766, 3.067], [4.633, -0.244, 3.750], [5.626, -1.209, 3.541], [5.191, -2.160, 2.620], [3.367, -2.429, 1.633], [2.531, -0.399, 3.040], [4.707, 0.619, 4.395], [6.628, -1.242, 3.941], [5.747, -3.001, 2.231]]
}

No. 4
{
  "formula": "C20H23Cl3OTc",
  "method": "ωB97M-V with the def2-TZVPD basis set",
  "total_charge": -2,
  "homo_lumo_gap_ev": [4.84, 4.85],
  "total_energy_ev": -62926.181,
  "mol_weight_da": 483.762,
  "s2": 3.8195,
  "homo_energy_ev": [0.08, 0.08],
  "lumo_energy_ha": [0.181, 0.181],
  "multiplicity": 4,
  "symbols": ["C", "C", "C", "C", "C", "C", "C", "C", "C", "C", "Tc", "Cl", "Cl", "Cl", "H", "H", "H", "H", "H", "H", "H", "H", "H", "H", "H", "H", "H", "H", "H", "O", "H", "C", "C", "C", "C", "C", "C", "C", "C", "C", "C", "H", "H", "H", "H", "H", "H", "H"],
  "coordinates": [[-1.226, 0.766, -1.876], [-1.401, -0.607, -2.369], [-0.088, -1.145, -2.610], [-2.606, -1.089, -3.097], [0.872, -0.172, -2.248], [0.216, 1.004, -1.834], [0.854, 2.334, -1.757], [-2.181, 1.856, -2.234], [0.195, -2.409, -3.313], [2.332, -0.335, -2.447], [-1.501, -0.466, -0.092], [-3.124, -1.830, 0.054], [-2.796, 1.313, 0.726], [0.043, -2.222, 0.259], [-3.493, -0.486, -2.876], [-2.817, -2.139, -2.857], [-2.400, -1.012, -4.174], [-0.551, -3.176, -3.070], [1.191, -2.787, -3.048], [0.183, -2.259, -4.405], [2.676, -1.291, -2.031], [2.873, 0.472, -1.947], [2.603, -0.311, -3.514], [1.863, 2.234, -1.334], [0.314, 3.056, -1.133], [0.942, 2.763, -2.771], [-3.209, 1.543, -2.042], [-2.076, 2.117, -3.297], [-1.963, 2.750, -1.643], [0.506, 3.910, 1.268], [-0.245, 3.265, 1.288], [3.231, -0.539, 3.567], [2.960, -0.120, 2.245], [1.658, 0.143, 1.848], [0.579, -0.103, 2.729], [-0.775, -0.188, 2.339], [-1.792, -0.309, 3.248], [-1.509, -0.439, 4.639], [-0.199, -0.487, 5.063], [0.865, -0.400, 4.124], [2.205, -0.642, 4.494], [4.258, -0.760, 3.862], [3.768, -0.023, 1.521], [1.457, 0.536, 0.846], [-2.819, -0.295, 2.904], [-2.335, -0.509, 5.342], [0.050, -0.588, 6.123], [2.413, -0.924, 5.530]]
}

No. 5
{
  "formula": "C4H13NO3",
  "method": "ωB97M-V with the def2-TZVPD basis set",
  "total_charge": 1,
  "homo_lumo_gap_ev": [10.56, 5.64],
  "total_energy_ev": -11982.016,
  "mol_weight_da": 123.152,
  "s2": 0.7546,
  "homo_energy_ev": [-14.24, -14.24],
  "lumo_energy_ha": [-0.135, -0.316],
  "multiplicity": 2,
  "symbols": ["C", "O", "C", "C", "C", "O", "N", "H", "H", "H", "H", "H", "H", "H", "H", "H", "H", "H", "H", "H", "O"],
  "coordinates": [[-0.009, 0.337, 1.317], [1.281, 0.885, 1.483], [-0.501, 0.715, -0.105], [-1.075, -0.489, -0.884], [0.059, -1.301, -1.449], [-1.821, -1.320, 0.006], [-1.515, 1.708, 0.149], [-0.058, -0.739, 1.461], [-0.664, 0.784, 2.076], [1.656, 0.636, 2.339], [0.316, 1.233, -0.610], [-1.744, -0.136, -1.658], [-0.280, -2.283, -1.755], [0.535, -0.810, -2.297], [0.857, -1.478, -0.727], [-2.731, -1.023, 0.112], [-1.271, 2.524, 0.741], [-2.458, 1.371, 0.382], [2.498, -0.085, 0.254], [3.727, 0.065, -0.653], [3.199, -0.596, -0.183]]
}